Entry from OMol25: the molecule C5H7NO at a distorted geometry (the ωB97M-V functional and the def2-TZVPD basis).

Cartesian coordinates (Å):
C 1.8483 0.2399 -0.2904
C 0.4910 -0.1521 -0.8255
C -0.0875 -1.4682 -0.3756
N -1.4629 -1.1764 -0.6593
C -0.9385 -0.0676 -0.1934
O 0.2532 -2.0212 0.6555
C -1.6148 0.7418 0.8488
H 2.0465 -0.2538 0.6636
H 2.6095 -0.1052 -1.0045
H 1.9711 1.3203 -0.1851
H 0.3203 0.1380 -1.8640
H -0.9415 1.2708 1.5262
H -2.2766 0.0803 1.4160
H -2.2180 1.4535 0.2880

Force components x, y, z for each atom (eV/Å):
-0.08 0.10 0.14
0.05 0.06 0.05
0.63 -0.14 0.74
0.24 0.44 0.76
-1.21 0.67 -0.82
0.74 -1.66 -0.83
-0.16 0.28 -0.11
-0.08 0.10 -0.06
-0.24 0.08 0.17
-0.07 -0.07 0.02
0.17 -0.36 0.09
0.02 -0.06 -0.28
0.15 0.24 -0.13
-0.17 0.33 0.24

Results
frontier orbital gap	10.2	eV
calculated total energy	-324.60895	a.u.
lowest unoccupied orbital energy	0.3791	eV
relative energy (zero: lowest compared OMol25 entry of this formula, charge and spin)	72.49	kcal/mol
F_max	1.998	eV Å⁻¹